No. 1
Entry from the Open Molecules 2025 dataset: a structure of composition C5H6OS at a distorted geometry (ωB97M-V/def2-TZVPD).

For the HOMO energy, the calculation gives -9.093 eV. The calculation puts the molecular weight at 114.17 Da. The value obtained for the total energy is -667.38793 Eh. The net charge is 0. The value obtained for the gap between HOMO and LUMO is 10.038 eV.

Each line ends with the natural charge from an NBO analysis.
Cartesian coordinates (Å):
C -0.44 0.38 0.29  -0.3356
C 0.02 -1.07 0.05  -0.0222
C 1.14 0.48 -0.09  0.0504
C 1.50 -0.11 1.38  -0.2343
C 0.78 -1.21 1.28  -0.2188
H -0.99 0.54 -1.82  0.1232
H -0.72 0.73 1.37  0.2368
H -0.44 -2.01 -0.32  0.2220
H 1.70 1.50 -0.27  0.2256
H 2.04 0.40 2.29  0.2422
H 0.39 -2.05 2.05  0.2259
O 1.01 -0.65 -0.90  -0.4970
S -1.75 0.95 -0.84  -0.0183



No. 2
Entry from the Open Molecules 2025 dataset: an isolated molecule of C5H6OS2 at a distorted geometry (ωB97M-V/def2-TZVPD).

For the HOMO energy (spin up / spin down), the calculation gives -7.643 / -7.644 eV. The calculation puts the molecular weight at 146.24 Da. The value obtained for the total energy is -1065.52004 Eh. The net charge is 0. The value obtained for the gap between HOMO and LUMO (spin up / spin down) is 7.146 / 7.147 eV.

Each line ends with the natural charge from an NBO analysis.
Cartesian coordinates (Å):
C -1.00 0.88 1.74  0.0150
C -0.32 1.28 0.65  0.0011
C -0.64 0.92 -1.66  -0.5602
C 0.44 -2.35 1.27  -0.7936
C 0.20 1.50 -0.53  -0.2130
O -0.91 -0.42 2.20  -0.6944
S -1.52 -0.58 -1.05  -0.2932
S -1.01 -1.64 1.27  1.1467
H -1.67 1.53 2.34  0.2209
H -1.43 1.64 -1.77  0.2274
H -0.08 0.78 -2.63  0.2319
H 0.37 -3.43 1.12  0.2396
H 1.34 -1.95 1.60  0.2319
H 1.15 2.09 -0.73  0.2399



Let's list relative energy (zero: lowest compared OMol25 entry of this formula, charge and spin) in order: 94.3; 131.0 kcal per mole.